DFT (ωB97M-V/def2-TZVPD) results for a structure of composition C6H14NO2 at a distorted geometry.

Calculated values
HOMO-LUMO gap: 10.198 eV
Molar mass: 132.18 Da
LUMO energy: -3.471 eV
Electronic energy: -12025.4661 eV
Charge: +1
Strongest force on any atom: 3.98 eV/A
HOMO energy: -13.7 eV

Each line ends with the Löwdin charge.
Cartesian coordinates (Å):
C 0.7917 0.3291 0.1371  -0.15
C -2.3245 1.3956 0.4317  0.02
C -2.8771 -0.5623 -1.0715  0.01
C 3.0941 1.0143 0.2338  -0.05
C 2.4806 -1.3414 0.4216  -0.04
C -2.5791 0.0374 0.3225  -0.35
N 2.1047 0.0424 0.2726  -0.20
O 0.2043 1.4843 0.0970  0.01
O -2.7006 -0.7537 1.3441  0.16
H -2.5243 1.8028 -0.4680  0.07
H -2.6311 1.8436 1.3363  0.12
H 0.2035 -0.5221 0.3248  0.13
H -3.9204 -0.4584 -1.1410  0.08
H -2.6869 -1.6404 -1.2511  0.10
H -2.2781 -0.0806 -1.9398  0.14
H 3.9803 0.6910 0.8701  0.13
H 2.6098 1.9901 0.5683  0.12
H 3.4436 1.3059 -0.7597  0.11
H 3.5455 -1.4143 0.8356  0.12
H 2.5888 -1.7028 -0.6428  0.12
H 1.8245 -2.0491 0.9696  0.11
H -1.0450 1.4635 0.3334  0.08
H -3.1735 -1.5596 1.0426  0.16